(1)
ORCA calculation (the ωB97M-V functional and the def2-TZVPD basis) on a single C4H8N2OS molecule in a non-equilibrium geometry.

```
16
C4H8N2OS | the OMol25 dataset | the ωB97M-V functional and the def2-TZVPD basis
C -1.2610 -0.1814 1.1719
C -0.8942 0.2819 -0.3473
N -0.6815 -0.9906 -1.0431
N 0.7455 -1.2541 -0.8928
C 1.4533 -0.2866 -0.2285
S 2.9957 -0.2142 0.2220
C 0.4247 0.8385 -0.0465
O 0.6668 1.6868 -1.0086
H -1.8149 0.5628 1.8786
H -2.0764 -1.1488 1.5742
H -0.3204 -0.4198 1.7658
H -1.4970 0.9158 -0.8797
H -0.7333 -0.9474 -2.0891
H 0.9991 -2.2631 -0.6640
H 0.5437 1.1587 1.1049
H 1.4499 2.2614 -0.5177
```

Results
- E_HOMO: -8.576 eV
- Frontier orbital gap: 0.3344 Ha
- Energy above the lowest of the compared OMol25 structures with the same formula, charge and spin: 403.6 kJ/mol
- Electronic energy: -740.008312 Eh

Results of the natural (NBO) charge analysis, in e, for atoms 1 through 2: number 1, C, carries -0.660; number 2, C, carries -0.099

***

(2)
ORCA calculation (the ωB97M-V functional and the def2-TZVPD basis) on a single C4H8N2OS molecule in a non-equilibrium geometry.

```
16
C4H8N2OS | the OMol25 dataset | the ωB97M-V functional and the def2-TZVPD basis
O 0.4612 1.5399 -1.8557
C 0.2033 2.6302 -1.0650
C -0.1201 2.2920 0.3573
N -1.2759 1.4058 0.4977
N -1.2176 0.0845 0.6879
C -0.1298 -0.6038 0.3752
C -0.1502 -1.9982 0.6214
S 1.0601 -3.0220 0.3707
H -0.3747 1.0494 -1.9076
H -0.6302 3.1744 -1.4592
H 1.0809 3.2849 -1.1607
H 0.7981 1.8612 0.7642
H -0.4207 3.1494 0.9256
H -2.1259 1.7816 0.8677
H 0.7701 -0.2068 -0.1152
H -1.1131 -2.4144 0.9670
```

Results
- E_HOMO: -8.448 eV
- Frontier orbital gap: 0.2931 Ha
- Energy above the lowest of the compared OMol25 structures with the same formula, charge and spin: 231.8 kJ/mol
- Electronic energy: -740.073730 Eh

Results of the natural (NBO) charge analysis, in e, for atoms 1 through 2: number 1, O, carries -0.697; number 2, C, carries -0.067

***

(3)
ORCA calculation (the ωB97M-V functional and the def2-TZVPD basis) on a gas-phase ion, C4H8N2P (charge +1) in a non-equilibrium geometry.

```
15
C4H8N2P | the OMol25 dataset | the ωB97M-V functional and the def2-TZVPD basis
N -1.9152 0.2328 0.7551
C -0.5769 0.4514 0.7375
P 0.5800 -1.0592 0.9639
N -0.3794 -1.3852 -0.8416
C 1.9120 -0.1688 0.1867
C 1.5576 1.1164 0.0160
C 0.1549 1.4900 0.2168
H -2.4333 0.9268 1.0976
H -2.0610 -0.6423 1.1894
H -1.3442 -1.4570 -0.6169
H 0.0795 -2.3161 -1.1615
H -0.2580 -0.7444 -1.6187
H 2.7652 -0.5734 -0.1866
H 2.1604 1.7226 -0.6388
H -0.2416 2.4063 -0.0989
```

Results
- E_HOMO: -12.621 eV
- Frontier orbital gap: 0.2775 Ha
- Total charge: +1
- Energy above the lowest of the compared OMol25 structures with the same formula, charge and spin: 150.7 kJ/mol
- Electronic energy: -607.763390 Eh

Results of the natural (NBO) charge analysis, in e, for atoms 1 through 2: number 1, N, carries -0.788; number 2, C, carries -0.012

***

(4)
ORCA calculation (the ωB97M-V functional and the def2-TZVPD basis) on 2 unconnected molecules or ions with the total composition C4H8N2P2 in a non-equilibrium geometry.

```
16
C4H8N2P2 | the OMol25 dataset | the ωB97M-V functional and the def2-TZVPD basis
C -0.9211 1.0544 -0.9210
C -0.6745 -0.1991 -1.5016
C -1.6806 2.2192 -1.5318
C 1.1225 0.2532 1.8896
N -0.2821 1.1813 0.2053
N 0.4368 0.1829 0.5860
P 0.3246 -1.1839 -0.5726
P 1.7369 -3.9867 -0.3382
H -1.9282 2.9302 -0.7724
H -2.5801 1.7931 -1.9867
H -1.0361 2.7923 -2.3967
H 0.9209 1.3340 2.2364
H 0.5488 -0.3918 2.5239
H 2.1686 -0.1231 1.8442
H 0.5223 -4.6996 -0.0618
H 1.3216 -3.1564 0.7974
```

Results
- E_HOMO (alpha / beta): -8.819 / -8.268 eV
- Frontier orbital gap (alpha / beta): 0.2879 / 0.2571 Ha
- Energy above the lowest of the compared OMol25 structures with the same formula, charge and spin: 216.8 kJ/mol
- Electronic energy: -949.225563 Eh

Results of the natural (NBO) charge analysis, in e, for atoms 1 through 2: number 1, C, carries -0.009; number 2, C, carries -0.267

***

(5)
ORCA calculation (the ωB97M-V functional and the def2-TZVPD basis) on a single C4H8N2S molecule in a non-equilibrium geometry.

```
15
C4H8N2S | the OMol25 dataset | the ωB97M-V functional and the def2-TZVPD basis
C 1.1453 2.4469 1.5412
N 0.7098 1.8743 0.4928
C -0.3206 0.6430 0.8801
S -1.2226 0.8137 2.2322
N -0.2148 -0.4389 0.0646
C 0.7172 -0.4238 -1.0250
C -0.9704 -1.6133 0.4273
H 1.8607 3.2827 1.4336
H 0.8943 1.9491 2.4648
H 0.9402 0.5347 -1.3238
H 1.5065 -1.1930 -0.6408
H 0.3725 -0.8347 -1.9473
H -1.6391 -1.9017 -0.5140
H -0.1881 -2.2521 0.6896
H -1.5892 -1.3641 1.2672
```

Results
- E_HOMO: -8.421 eV
- Frontier orbital gap: 0.3342 Ha
- Energy above the lowest of the compared OMol25 structures with the same formula, charge and spin: 280.7 kJ/mol
- Electronic energy: -664.825871 Eh

Results of the natural (NBO) charge analysis, in e, for atoms 1 through 2: number 1, C, carries -0.044; number 2, N, carries -0.455

***

(6)
ORCA calculation (the ωB97M-V functional and the def2-TZVPD basis) on a single C4H8N2S molecule.

```
15
C4H8N2S | the OMol25 dataset | the ωB97M-V functional and the def2-TZVPD basis
C -0.0180 -1.7687 -1.3551
C 1.0411 -0.7297 -1.0891
S 2.5173 -0.7178 -1.8459
N 0.7316 0.2253 -0.2150
N -0.4948 0.2789 0.4558
C -0.9931 1.6062 0.7261
C -0.4277 0.7771 1.8188
H -0.2654 -2.2974 -0.4394
H -0.9291 -1.2821 -1.6858
H 0.3629 -2.4651 -2.0753
H 1.4383 0.9361 -0.0131
H -0.3923 2.4423 0.4084
H -2.0499 1.7275 0.6243
H -1.0728 0.2505 2.5240
H 0.5518 1.0167 2.1612
```

Results
- E_HOMO: -8.170 eV
- Frontier orbital gap: 0.3307 Ha
- Energy above the lowest of the compared OMol25 structures with the same formula, charge and spin: 249.8 kJ/mol
- Electronic energy: -664.837630 Eh

Results of the natural (NBO) charge analysis, in e, for atoms 1 through 2: number 1, C, carries -0.678; number 2, C, carries 0.152

***

(7)
ORCA calculation (the ωB97M-V functional and the def2-TZVPD basis) on a single C4H8N2S molecule in a non-equilibrium geometry.

```
15
C4H8N2S | the OMol25 dataset | the ωB97M-V functional and the def2-TZVPD basis
H 1.3981 -0.7435 -1.8123
N 2.1097 -0.8134 -1.1167
C 1.9960 -0.2113 -0.0174
N 0.8468 0.5436 0.4571
C -0.3069 0.9139 -0.2013
C -0.7621 2.1862 -0.3357
S -1.2840 -0.3281 -0.8386
C -1.3695 -1.6951 0.4808
H 2.5900 -0.3410 0.9378
H 1.0115 1.1411 1.3240
H -1.8637 2.2709 -0.5444
H -0.2413 3.0791 -0.1562
H -2.0393 -2.4491 -0.0638
H -0.3677 -2.2139 0.4802
H -1.7177 -1.3392 1.4064
```

Results
- E_HOMO: -8.433 eV
- Frontier orbital gap: 0.3369 Ha
- Energy above the lowest of the compared OMol25 structures with the same formula, charge and spin: 228.6 kJ/mol
- Electronic energy: -664.845712 Eh

Results of the natural (NBO) charge analysis, in e, for atoms 1 through 2: number 1, H, carries 0.366; number 2, N, carries -0.682

***

(8)
ORCA calculation (the ωB97M-V functional and the def2-TZVPD basis) on a single C4H8N2S2 molecule in a non-equilibrium geometry.

```
16
C4H8N2S2 | the OMol25 dataset | the ωB97M-V functional and the def2-TZVPD basis
C -3.5152 -0.6260 0.3156
N -2.2039 -0.7144 0.2519
S -1.4597 0.7970 -0.2812
C 0.2321 0.2108 -0.2755
C 1.1980 1.4214 -0.4911
C 1.9143 1.8904 0.7516
N 0.4681 -0.9925 -0.0424
S 2.1203 -1.4927 -0.0848
H -4.1161 -1.5015 0.6363
H -4.0117 0.3028 0.0087
H 0.6476 2.2249 -0.9402
H 1.9043 1.0282 -1.2417
H 2.6699 2.6328 0.5241
H 2.3775 1.0696 1.3076
H 1.1983 2.3935 1.4204
H 1.9366 -2.4504 0.8712
```

Results
- E_HOMO: -8.335 eV
- Frontier orbital gap: 0.3351 Ha
- Energy above the lowest of the compared OMol25 structures with the same formula, charge and spin: 187.6 kJ/mol
- Electronic energy: -1063.024289 Eh

Results of the natural (NBO) charge analysis, in e, for atoms 1 through 2: number 1, C, carries -0.085; number 2, N, carries -0.488

***

(9)
ORCA calculation (the ωB97M-V functional and the def2-TZVPD basis) on a single C4H8N2S2 molecule in a non-equilibrium geometry.

```
16
C4H8N2S2 | the OMol25 dataset | the ωB97M-V functional and the def2-TZVPD basis
C -2.3216 -2.2682 -0.0640
N -2.3467 -1.2144 0.6515
N -1.2893 -0.3388 0.6549
C -0.3522 -0.2773 -0.4627
C -1.0170 0.2384 -1.7544
C 0.8928 0.5080 -0.0319
S 1.6691 1.5940 -0.9600
S 1.5448 0.1175 1.5501
H -1.5420 -2.5914 -0.7984
H -3.1462 -2.9464 -0.0118
H -1.6266 0.5680 0.9480
H 0.0175 -1.2972 -0.6113
H -1.8782 -0.3245 -1.9767
H -0.2877 0.2316 -2.6053
H -1.2703 1.3155 -1.6253
H 0.5511 -0.6715 1.9731
```

Results
- E_HOMO: -8.909 eV
- Frontier orbital gap: 0.3152 Ha
- Energy above the lowest of the compared OMol25 structures with the same formula, charge and spin: 169.3 kJ/mol
- Electronic energy: -1063.031232 Eh

Results of the natural (NBO) charge analysis, in e, for atoms 1 through 2: number 1, C, carries -0.184; number 2, N, carries -0.204

***

(10)
ORCA calculation (the ωB97M-V functional and the def2-TZVPD basis) on 2 unconnected molecules or ions with the total composition C4H8N2Si in a non-equilibrium geometry.

```
15
C4H8N2Si | the OMol25 dataset | the ωB97M-V functional and the def2-TZVPD basis
C 2.0594 1.2570 -0.0112
C 0.8625 0.7673 -0.4989
C 2.0606 -0.8593 0.3915
C -2.9510 0.8788 0.4595
N 2.7112 0.2154 0.6350
N 0.8841 -0.5813 -0.2815
Si -0.4428 -1.7141 -0.6242
H 2.2844 2.3274 0.0020
H 0.0518 1.2632 -1.0657
H 2.1603 -1.7315 0.9266
H -3.8454 0.7976 0.0537
H -2.6717 0.9358 1.5200
H -2.3417 1.4971 -0.2474
H -0.3737 -2.5021 0.5789
H -0.4481 -2.5515 -1.8383
```

Results
- E_HOMO (alpha / beta): -8.929 / -8.419 eV
- Frontier orbital gap (alpha / beta): 0.2832 / 0.3001 Ha
- Energy above the lowest of the compared OMol25 structures with the same formula, charge and spin: 345.6 kJ/mol
- Electronic energy: -556.060084 Eh

Results of the natural (NBO) charge analysis, in e, for atoms 1 through 2: number 1, C, carries -0.111; number 2, C, carries -0.088